Entry from the OMol25 dataset: C30H83MgN6O9 as an isolated structure (ωB97M-V/def2-TZVPD).

Last column: Mulliken charge in e.
Geometry (Å):
Mg: -3.32 1.13 -1.66  1.13
C: 0.43 0.65 0.87  -1.05
C: -0.68 -0.15 0.09  0.05
O: -1.77 0.60 -0.47  -0.78
H: 0.03 1.26 1.68  0.12
H: 0.81 1.43 0.21  0.26
H: 1.22 -0.05 1.12  0.44
H: -1.09 -0.98 0.67  -0.08
H: -0.19 -0.66 -0.74  0.19
C: -2.31 -0.95 3.51  -0.21
C: -3.29 -0.56 4.67  -0.44
O: -4.61 -0.73 4.31  -0.51
H: -1.26 -0.81 3.78  0.40
H: -2.34 -0.34 2.61  0.04
H: -2.33 -2.02 3.33  -0.16
H: -3.03 0.46 4.97  0.21
H: -3.00 -1.14 5.54  0.36
H: -5.12 -1.05 5.07  0.31
C: 4.37 1.36 1.79  -0.37
C: 5.15 0.54 2.84  -0.36
O: 4.24 0.00 3.84  -0.51
H: 3.51 0.81 1.40  -0.09
H: 4.96 1.62 0.90  0.29
H: 4.07 2.31 2.23  0.18
H: 5.92 1.10 3.37  0.35
H: 5.56 -0.32 2.31  0.25
H: 4.80 -0.39 4.52  0.29
C: -1.20 4.21 -0.45  -1.60
C: -2.41 4.32 -1.33  0.30
C: -2.43 5.54 -2.21  -1.01
O: -3.76 5.61 -2.83  -0.34
C: -3.70 6.45 -3.99  -0.82
N: -2.63 3.09 -2.08  -0.01
H: -1.27 4.90 0.38  0.54
H: -0.19 4.37 -0.84  0.57
H: -1.19 3.27 0.09  0.17
H: -3.25 4.44 -0.64  0.28
H: -1.65 5.43 -2.97  0.33
H: -2.23 6.48 -1.69  0.55
H: -2.85 6.23 -4.64  0.32
H: -3.68 7.52 -3.83  0.34
H: -4.58 6.35 -4.62  0.28
H: -2.93 3.43 -2.99  0.32
H: -1.68 3.01 -2.41  -0.17
C: 1.76 0.28 -4.22  -1.31
C: 1.46 1.64 -3.43  1.15
C: 2.76 2.63 -3.45  -1.19
O: 3.67 2.03 -2.52  -0.13
C: 4.97 2.29 -2.91  -0.98
N: 0.37 2.14 -4.13  -0.46
H: 1.71 0.33 -5.30  0.45
H: 0.97 -0.42 -3.96  0.15
H: 2.69 -0.24 -3.96  0.34
H: 1.12 1.52 -2.40  -0.32
H: 2.63 3.67 -3.14  0.48
H: 2.98 2.69 -4.51  0.42
H: 5.72 1.99 -2.19  0.24
H: 5.23 3.29 -3.27  0.36
H: 5.18 1.62 -3.75  0.36
H: 0.41 1.86 -5.11  0.26
H: 0.45 3.14 -4.15  0.22
C: 1.84 -3.39 -0.53  -0.74
C: 2.97 -4.07 -1.34  0.32
C: 4.01 -4.92 -0.47  -1.01
O: 3.32 -5.87 0.44  -0.26
C: 4.24 -6.58 1.29  -0.82
N: 2.25 -4.99 -2.27  -0.74
H: 0.94 -2.93 -0.94  0.16
H: 2.23 -2.66 0.19  0.25
H: 1.55 -4.12 0.23  0.14
H: 3.45 -3.25 -1.87  0.27
H: 4.55 -4.22 0.16  0.45
H: 4.72 -5.52 -1.03  0.48
H: 4.84 -5.74 1.65  0.32
H: 4.99 -7.10 0.70  0.31
H: 4.03 -7.33 2.06  0.30
H: 1.51 -4.44 -2.68  0.26
H: 1.80 -5.73 -1.75  0.31
C: -1.59 -4.24 0.67  -1.34
C: -1.42 -5.49 1.52  0.98
C: -2.46 -5.77 2.62  -0.72
O: -1.96 -6.90 3.39  -0.32
C: -2.67 -7.10 4.59  -0.83
N: -1.54 -6.59 0.58  -0.83
H: -1.65 -3.39 1.35  0.02
H: -2.63 -4.18 0.36  0.36
H: -0.91 -4.03 -0.15  0.27
H: -0.40 -5.49 1.90  0.29
H: -3.47 -6.00 2.27  0.41
H: -2.61 -4.89 3.25  0.24
H: -3.75 -7.25 4.52  0.31
H: -2.65 -6.15 5.12  0.33
H: -2.12 -7.79 5.24  0.29
H: -0.72 -6.55 -0.01  0.18
H: -1.25 -7.43 1.07  0.33
C: -1.76 -1.68 -4.41  -1.51
C: -2.85 -0.90 -3.56  0.29
C: -3.25 -1.65 -2.28  -0.76
O: -3.99 -0.67 -1.55  0.23
C: -4.99 -1.21 -0.68  -0.86
N: -2.40 0.50 -3.33  -0.07
H: -1.13 -2.37 -3.83  0.24
H: -1.19 -1.04 -5.07  0.45
H: -2.21 -2.45 -5.04  0.47
H: -3.68 -0.78 -4.26  0.44
H: -2.45 -1.90 -1.59  0.04
H: -3.87 -2.45 -2.70  0.70
H: -5.83 -0.52 -0.66  0.26
H: -4.61 -1.34 0.34  0.27
H: -5.31 -2.19 -1.05  0.37
H: -2.56 1.00 -4.19  0.41
H: -1.40 0.53 -3.15  -0.38
C: 2.75 5.76 1.53  -1.36
C: 1.46 5.72 2.32  0.74
C: 1.27 4.35 3.06  -0.25
O: -0.01 4.38 3.71  -0.38
C: -0.34 3.16 4.35  -0.92
N: 1.43 6.87 3.22  -0.75
H: 3.60 5.97 2.17  0.36
H: 2.69 6.58 0.81  0.32
H: 2.95 4.85 0.95  0.30
H: 0.55 5.67 1.73  -0.07
H: 2.01 4.20 3.85  0.43
H: 1.26 3.53 2.34  -0.06
H: -1.41 2.98 4.32  0.27
H: -0.11 3.31 5.41  0.38
H: 0.20 2.23 4.16  0.36
H: 2.06 6.59 3.96  0.32
H: 0.54 6.77 3.68  0.36

## Properties
HOMO   -10.65 eV
Spin multiplicity   1
Gap between HOMO and LUMO   7.58 eV
Charge   +1



Entry from the OMol25 dataset: a 8-piece molecular cluster, C30H83N7O8 overall (ωB97M-V/def2-TZVPD).

Last column: Mulliken charge in e.
Geometry (Å):
C: -1.31 -2.21 4.71  -0.37
O: -2.31 -1.63 5.52  -0.45
C: -3.32 -1.04 4.74  -0.27
C: -4.44 -0.41 5.56  0.51
C: -3.86 0.57 6.59  -1.55
N: -5.33 -1.34 6.27  -0.74
H: -0.30 -2.16 5.12  0.28
H: -1.32 -1.76 3.72  -0.07
H: -1.54 -3.28 4.63  0.31
H: -2.92 -0.23 4.11  0.13
H: -3.73 -1.83 4.09  0.30
H: -5.01 0.24 4.89  0.19
H: -3.29 1.38 6.11  0.34
H: -3.04 0.12 7.16  0.33
H: -4.65 1.02 7.18  0.39
H: -4.77 -1.89 6.93  0.31
H: -5.51 -2.07 5.57  0.30
C: -5.98 -0.39 2.02  -0.88
O: -4.77 0.36 2.11  -0.02
C: -4.68 1.39 1.17  -0.94
C: -3.29 2.03 1.25  0.44
C: -3.06 3.25 0.37  -1.65
N: -2.28 1.01 0.92  -0.15
H: -6.01 -1.10 2.84  0.18
H: -6.09 -0.85 1.04  0.32
H: -6.79 0.35 2.11  0.38
H: -4.90 0.98 0.17  0.36
H: -5.43 2.18 1.36  0.45
H: -3.13 2.38 2.28  0.32
H: -3.44 3.05 -0.64  0.30
H: -1.99 3.46 0.33  0.24
H: -3.55 4.16 0.72  0.49
H: -2.28 0.85 -0.08  -0.23
H: -2.58 0.10 1.28  0.15
C: 3.81 3.50 -3.80  -0.67
O: 4.29 3.04 -2.56  -0.09
C: 5.70 2.86 -2.46  -0.90
C: 5.88 1.91 -1.26  0.29
C: 5.25 0.54 -1.46  -1.15
N: 5.39 2.60 -0.07  -0.75
H: 2.77 3.74 -3.61  -0.02
H: 3.84 2.68 -4.54  0.35
H: 4.36 4.26 -4.37  0.36
H: 6.03 2.26 -3.32  0.42
H: 6.17 3.82 -2.27  0.37
H: 6.95 1.74 -1.13  0.40
H: 5.65 -0.04 -2.29  0.39
H: 4.16 0.65 -1.59  0.11
H: 5.34 -0.06 -0.55  0.36
H: 4.38 2.55 -0.07  0.22
H: 5.67 2.07 0.75  0.28
C: -0.70 -3.34 -2.34  -0.61
O: -1.49 -4.40 -2.85  -0.47
C: -1.34 -5.66 -2.21  -0.35
C: -2.46 -5.80 -1.18  0.60
C: -2.45 -7.16 -0.49  -1.28
N: -3.82 -5.60 -1.77  -0.76
H: 0.32 -3.39 -2.72  0.35
H: -0.66 -3.40 -1.24  0.18
H: -1.29 -2.43 -2.39  0.30
H: -1.44 -6.43 -2.98  0.42
H: -0.37 -5.79 -1.71  -0.08
H: -2.34 -5.00 -0.44  0.06
H: -3.09 -7.09 0.39  0.36
H: -1.42 -7.37 -0.19  0.30
H: -2.87 -7.93 -1.12  0.34
H: -3.63 -4.88 -2.49  0.30
H: -3.98 -6.43 -2.34  0.30
C: 1.89 8.69 -5.04  -0.69
O: 0.87 8.91 -4.11  -0.35
C: 0.24 7.74 -3.65  -0.95
C: 1.07 6.82 -2.76  1.25
C: 0.42 5.47 -2.56  -1.14
N: 1.32 7.46 -1.48  -0.81
H: 2.69 8.04 -4.66  0.25
H: 2.37 9.63 -5.32  0.28
H: 1.52 8.24 -5.97  0.30
H: -0.67 8.05 -3.13  0.40
H: -0.16 7.18 -4.51  0.38
H: 2.00 6.67 -3.34  -0.14
H: -0.62 5.53 -2.24  0.46
H: 0.95 4.90 -1.80  -0.15
H: 0.39 4.96 -3.53  0.36
H: 2.19 7.10 -1.09  0.25
H: 1.50 8.45 -1.54  0.28
C: 2.95 -4.51 3.50  -0.59
O: 2.47 -5.38 2.51  -0.37
C: 2.66 -4.85 1.23  -0.55
C: 2.58 -5.86 0.09  0.85
C: 3.76 -6.84 0.03  -1.54
N: 2.48 -5.14 -1.19  -0.53
H: 2.87 -4.92 4.51  0.27
H: 2.33 -3.61 3.54  0.18
H: 4.01 -4.29 3.33  0.33
H: 1.94 -4.07 0.95  0.10
H: 3.71 -4.53 1.17  0.39
H: 1.63 -6.38 0.23  -0.02
H: 4.18 -7.01 1.03  0.37
H: 4.62 -6.49 -0.53  0.38
H: 3.49 -7.84 -0.31  0.37
H: 2.74 -5.78 -1.94  0.25
H: 3.18 -4.41 -1.27  0.23
C: 1.91 2.72 -0.11  -1.04
O: 1.86 1.61 0.74  -0.52
C: 0.73 0.80 0.51  0.15
C: 0.97 -0.56 1.18  0.32
C: 0.10 -1.67 0.64  -1.86
N: 0.80 -0.49 2.63  -0.62
H: 2.77 3.38 0.04  0.85
H: 1.05 3.38 0.04  0.35
H: 2.05 2.36 -1.13  0.16
H: -0.28 1.21 0.67  0.22
H: 0.71 0.59 -0.58  -0.08
H: 2.00 -0.87 1.01  0.38
H: 0.34 -1.72 -0.43  0.42
H: -0.95 -1.39 0.78  0.31
H: 0.32 -2.67 1.00  0.46
H: 1.32 0.35 2.92  0.35
H: -0.15 -0.15 2.80  0.19
C: -0.64 1.76 -2.63  -1.00
C: -1.19 0.34 -2.33  1.03
O: -2.57 0.49 -1.99  -0.65
H: 0.39 1.77 -2.97  0.24
H: -0.73 2.32 -1.70  0.01
H: -1.28 2.16 -3.42  0.47
H: -0.63 -0.07 -1.48  -1.04
H: -1.10 -0.30 -3.21  0.85
H: -3.09 0.03 -2.65  0.28

## Properties
HOMO   -8.90 eV
Spin multiplicity   1
SMILES   COC[C@H](C)N.COC[C@H](C)N.COC[C@H](C)N.COC[C@H](C)N.COC[C@H](C)N.COC[C@H](C)N.COC[C@H](C)N.CCO
Gap between HOMO and LUMO   9.29 eV



Here are the calculated max |F| numbers, same order: 3.5 2.6 (eV Å⁻¹).
Here are the calculated E numbers, same order: -65257.758 -59261.383 (eV).
Here are the calculated ΔE to the lowest compared entry with this formula, charge and spin numbers, same order: 370.9 217.8 (kJ/mol).